No. 1
Density functional theory data (ωB97M-V/def2-TZVPD) for a molecular structure, C37H35AsCl3CoO5P.

CARTESIAN COORDINATES (ANGSTROEM)
Co -0.2941 -0.3617 0.0597
Cl 4.5634 -0.4869 -0.5895
C 3.1619 0.0691 0.3065
Cl 2.0766 -1.3104 0.6868
H 2.5847 0.7896 -0.2730
H 3.4803 0.4814 1.2583
O 1.1905 2.4292 -0.3010
C 0.4656 2.2473 0.6648
O 0.1098 1.1136 1.1441
H 0.0394 3.1109 1.2190
C -5.2714 3.6634 -2.0694
C -4.7356 3.5882 -0.6702
C -4.5547 4.7463 0.0765
C -4.0742 4.6776 1.3712
Cl -3.8631 6.1466 2.2751
C -3.7675 3.4648 1.9628
C -3.9427 2.3036 1.2295
C -4.4154 2.3673 -0.0740
O -4.6139 1.1836 -0.7717
C -3.5694 0.8740 -1.6625
C -2.2852 0.4431 -0.9765
O -1.1932 0.6063 -1.5771
O -2.3056 -0.1239 0.1477
H -5.9588 4.5017 -2.1696
H -5.7968 2.7478 -2.3333
H -4.4667 3.8113 -2.7927
H -4.7974 5.7084 -0.3531
H -3.3960 3.4309 2.9765
H -3.7012 1.3368 1.6453
H -3.3401 1.7082 -2.3325
H -3.9111 0.0265 -2.2636
C -0.1262 -3.9165 -0.5769
C -0.3157 -5.0521 -1.5767
As 0.2677 -6.7635 -0.7688
C 2.1783 -6.3310 -0.7444
C 2.9056 -6.1130 -1.9113
C 4.2417 -5.7570 -1.8500
C 4.8670 -5.6094 -0.6194
C 4.1547 -5.8297 0.5471
C 2.8168 -6.1954 0.4829
C 0.2788 -7.8606 -2.3857
C -0.5175 -7.5821 -3.4892
C -0.4915 -8.4086 -4.6038
C 0.3290 -9.5226 -4.6258
C 1.1213 -9.8140 -3.5248
C 1.0924 -8.9907 -2.4124
P -0.4380 -2.2433 -1.2591
C 0.7961 -2.0104 -2.5710
C 1.9730 -2.7565 -2.5806
C 2.9513 -2.5111 -3.5299
C 2.7688 -1.5122 -4.4719
C 1.6109 -0.7489 -4.4527
C 0.6320 -0.9864 -3.5041
C -2.0498 -2.4770 -2.0634
C -3.1529 -2.6073 -1.2189
C -4.4119 -2.8401 -1.7422
C -4.5847 -2.9388 -3.1152
C -3.4919 -2.8163 -3.9600
C -2.2267 -2.5933 -3.4379
H 0.8836 -3.9184 -0.1547
H -0.8104 -4.0266 0.2707
H 0.2529 -4.8809 -2.4938
H -1.3693 -5.1384 -1.8462
H 2.4263 -6.2298 -2.8770
H 4.7994 -5.5967 -2.7635
H 5.9101 -5.3280 -0.5727
H 4.6390 -5.7211 1.5082
H 2.2630 -6.3705 1.3993
H -1.1672 -6.7157 -3.4961
H -1.1138 -8.1758 -5.4577
H 0.3518 -10.1638 -5.4965
H 1.7629 -10.6845 -3.5334
H 1.7203 -9.2248 -1.5590
H 2.1446 -3.5336 -1.8486
H 3.8612 -3.0963 -3.5193
H 3.5336 -1.3172 -5.2103
H 1.4735 0.0476 -5.1700
H -0.2433 -0.3538 -3.4621
H -3.0330 -2.4960 -0.1488
H -5.2598 -2.9279 -1.0777
H -5.5700 -3.1095 -3.5255
H -3.6207 -2.8977 -5.0307
H -1.3794 -2.5181 -4.1062

Atomic forces in eV per Å
0.568 -0.603 -0.032
0.074 -0.010 -0.062
-0.039 0.217 0.031
-0.260 0.020 -0.009
0.051 -0.044 0.064
-0.026 -0.028 -0.074
0.032 -0.036 -0.006
0.047 0.669 -0.248
-0.548 -0.372 0.387
0.219 -0.103 -0.047
-0.022 -0.014 -0.065
0.023 -0.115 0.066
0.020 -0.033 0.047
0.002 -0.023 -0.001
0.014 0.076 0.048
-0.011 0.008 -0.031
-0.025 -0.015 -0.095
0.001 0.010 0.013
-0.105 0.113 0.167
0.120 -0.015 -0.074
-0.161 0.171 -0.084
0.054 0.049 -0.166
0.034 -0.009 0.171
-0.010 0.019 -0.011
-0.015 -0.014 -0.016
0.011 -0.007 -0.020
-0.016 0.038 -0.013
0.009 0.000 0.021
0.004 -0.023 0.009
0.019 -0.039 0.045
0.039 0.026 -0.018
0.053 0.028 0.067
0.022 -0.067 0.030
0.000 0.016 -0.031
-0.083 -0.022 0.002
-0.064 -0.046 -0.074
0.055 0.017 -0.045
0.054 0.018 0.013
0.040 0.013 0.049
-0.104 0.036 0.071
0.020 0.058 0.051
-0.058 0.081 0.029
-0.044 0.006 -0.073
0.007 -0.043 -0.051
0.029 -0.034 0.009
0.028 -0.001 0.086
-0.152 0.160 -0.067
0.043 -0.086 0.087
-0.066 -0.043 -0.019
0.040 -0.004 0.005
0.010 0.007 -0.010
0.041 0.016 -0.055
-0.037 0.048 0.083
0.017 -0.059 0.027
0.058 0.006 0.055
-0.075 -0.016 -0.024
0.004 0.004 -0.022
-0.047 -0.009 -0.029
0.073 -0.011 0.000
-0.005 0.008 0.014
0.025 0.000 -0.036
-0.014 -0.004 0.021
0.003 -0.005 0.010
-0.008 0.000 -0.011
0.016 0.003 -0.028
0.034 0.011 0.004
0.011 0.003 0.021
0.013 -0.007 -0.018
0.004 0.020 0.002
-0.016 0.003 -0.020
0.000 -0.017 -0.020
0.024 -0.029 0.001
-0.003 0.004 -0.011
0.010 -0.019 0.024
0.015 -0.017 -0.003
0.037 0.011 -0.038
0.000 0.043 -0.032
-0.050 0.010 -0.008
0.009 -0.002 -0.002
-0.037 -0.005 0.022
-0.046 -0.009 -0.022
-0.010 -0.005 -0.030
0.016 0.021 0.004

* E_HOMO (spin up / spin down): -8.6 / -8.6 eV
* ΔE to the lowest compared entry with this formula, charge and spin: 19.22 kcal per mole
* orbital gap (spin up / spin down): 8.34 / 8.93 eV
* spin multiplicity: 2
* net charge: 0
* ⟨S²⟩: 0.9434



No. 2
Density functional theory data (ωB97M-V/def2-TZVPD) for a molecular structure, C13H17N3O4 in a non-equilibrium geometry.

CARTESIAN COORDINATES (ANGSTROEM)
C -0.5411 1.5271 3.0949
C 0.1599 1.4044 1.7923
C -2.1955 1.3671 2.8674
C -2.7766 0.1608 3.2127
C 0.7995 -0.4685 0.0605
C 2.3111 0.1220 0.1014
C 0.1064 -0.1140 -1.3263
C 0.8087 -0.8724 -2.5564
C 0.7288 -2.3687 -2.6386
C 1.3541 -0.1297 -3.5547
C 1.1183 -3.0720 -3.5693
C 1.4768 -0.8674 -4.7992
C 1.4719 -2.3610 -4.8181
H -0.2226 3.6873 3.0027
H 0.3655 3.0038 4.3574
H -0.2217 0.7711 3.9244
H -2.5121 1.5036 1.8219
H -2.7248 2.2422 3.3921
H -4.6986 -0.9851 2.5754
H -4.7570 0.8552 2.0837
H -0.6061 -0.6106 1.6776
H 0.7474 -1.5995 0.5556
H 0.0075 1.0302 -1.5980
H -1.0270 -0.4632 -1.3598
H 0.8438 -2.8754 -1.5489
H 1.6686 0.9884 -3.6999
H 1.3210 -4.1950 -3.5701
H 1.6180 -0.3027 -5.7232
H 1.8452 -2.9133 -5.6148
H 3.9088 0.4110 -0.6701
N -0.4490 2.8898 3.7237
N -4.2017 -0.0108 2.8822
N -0.0268 0.1237 1.1519
O 0.7505 2.2229 1.2331
O -2.3182 -1.0604 3.3448
O 2.9490 0.4040 1.1950
O 2.9181 0.5550 -1.0035

Atomic forces in eV per Å
-2.661 0.960 3.039
-1.975 -5.909 -0.462
2.590 4.411 0.298
-4.205 -11.147 -2.179
-0.466 0.363 1.416
1.305 2.048 5.417
-0.559 -1.191 -1.460
-1.400 -0.014 1.916
-1.168 5.796 11.101
-0.043 -0.007 -3.323
4.024 -4.604 -9.844
0.721 -3.691 0.507
-1.014 4.048 2.857
-0.763 -2.329 1.278
-0.689 -0.681 -0.543
-0.520 1.083 -1.889
0.584 0.014 0.055
1.047 -1.249 -0.474
2.662 2.995 1.377
2.493 -3.314 3.566
1.324 1.699 -0.778
0.789 2.459 -2.604
0.785 -2.199 1.070
2.387 0.462 0.478
-1.357 1.192 -2.280
-1.192 -2.124 1.203
-0.519 1.709 0.308
0.365 -0.379 0.214
0.213 -0.614 -1.660
-2.638 1.170 -1.212
1.699 1.640 -1.316
-3.032 2.731 -3.456
-0.854 -0.446 2.070
2.490 4.145 -1.815
0.440 5.339 0.722
-3.104 -2.449 -3.899
2.240 -1.917 0.298

* E_HOMO: -8.5 eV
* ΔE to the lowest compared entry with this formula, charge and spin: 207.16 kcal per mole
* orbital gap: 8.68 eV
* spin multiplicity: 1
* net charge: 0



No. 3
Density functional theory data (ωB97M-V/def2-TZVPD) for 2 unconnected molecules or ions with the total composition C5H14N2O2 in a non-equilibrium geometry.

CARTESIAN COORDINATES (ANGSTROEM)
C -2.0765 -0.7281 -1.0336
C -0.8092 0.0598 -0.6997
C -1.1699 1.4173 -0.0956
N 0.1836 -0.7105 0.2030
C -0.3749 -1.1029 1.5011
O 0.4633 -1.9819 -0.4482
H -2.6881 -0.1718 -1.7537
H -2.6874 -0.9123 -0.1447
H -1.8453 -1.6861 -1.5086
H -0.2848 0.2630 -1.6405
H -1.7452 1.3155 0.8294
H -1.7769 1.9948 -0.8025
H -0.2728 2.0089 0.1078
H -0.6728 -0.2281 2.0847
H 0.3925 -1.6156 2.0918
H -1.2216 -1.7903 1.4059
H 1.4389 -1.9767 -0.5021
N 2.6255 0.7780 -0.6234
C 2.5389 1.0322 0.7234
O 2.6930 2.1662 1.1789
H 2.8606 1.5654 -1.2151
H 1.9236 0.1654 -1.0261
H 2.5053 0.1379 1.3678

Atomic forces in eV per Å
0.046 -0.245 -0.191
0.139 -0.642 0.563
0.350 0.010 0.156
-1.150 0.269 -0.521
0.027 0.075 0.142
0.543 0.659 -0.120
0.117 0.046 0.199
0.062 0.048 -0.091
0.049 0.082 0.197
0.216 -0.250 0.180
0.063 0.004 -0.108
0.071 -0.244 0.065
-0.058 -0.078 0.109
-0.002 0.028 -0.266
-0.005 0.091 -0.278
-0.014 0.081 -0.044
-0.633 -0.125 0.014
-0.237 -0.311 -0.437
0.951 1.905 0.314
-0.237 -1.655 -0.333
-0.200 0.090 0.322
0.350 -0.020 0.310
-0.449 0.183 -0.184

* E_HOMO: -9.5 eV
* ΔE to the lowest compared entry with this formula, charge and spin: 61.34 kcal per mole
* SMILES: CC(C)N(C)O.NC=O
* orbital gap: 10.25 eV
* spin multiplicity: 1
* net charge: 0